Formula: CH2ClNO2S2
Source: OMol25
Level of theory: the ωB97M-V functional and the def2-TZVPD basis

Cartesian coordinates (Å):
C (1.57, -0.14, 0.38)
N (-1.82, 1.51, 0.19)
O (-1.54, -0.82, -0.58)
O (0.55, 0.33, 0.85)
S (1.38, -1.73, -0.55)
S (-2.47, 0.27, -0.35)
Cl (3.06, 0.53, 0.22)
H (-0.89, 1.54, 0.40)
H (0.16, -1.47, -0.57)

For the HOMO-LUMO gap, the calculation gives 9.46 eV. Its LUMO energy is -0.593 eV. The total energy is -1501.0564 a.u.

***

Formula: C38H54Br45Cl2F2N2O2S
Source: OMol25
Level of theory: the ωB97M-V functional and the def2-TZVPD basis

Cartesian coordinates (Å):
C (-1.70, 5.96, 3.82)
C (-0.76, 4.87, 3.26)
C (0.14, 5.38, 2.14)
C (0.95, 4.26, 1.45)
C (0.09, 3.46, 0.45)
C (0.84, 2.21, -0.08)
C (0.03, 0.95, -0.38)
N (-1.22, 1.06, -1.18)
C (-2.33, 1.76, -0.56)
C (-2.66, 3.16, -1.00)
O (-3.04, 1.20, 0.21)
C (-1.08, 1.58, -2.53)
C (-1.96, 0.90, -3.53)
O (-0.34, 2.47, -2.82)
C (-0.39, -0.04, 0.77)
C (0.32, -0.07, 2.15)
Cl (0.04, 1.45, 3.03)
C (1.77, -0.59, 2.24)
C (2.85, 0.40, 2.71)
Cl (1.79, -1.95, 3.46)
C (-0.28, -1.40, 0.10)
C (-1.25, -2.51, 0.39)
C (-2.72, -2.08, 0.20)
C (-3.52, -2.16, 1.50)
F (-3.16, -1.06, 2.31)
N (0.77, -1.43, -0.67)
C (1.48, -2.61, -1.18)
F (1.08, -3.71, -0.46)
C (3.01, -2.47, -1.11)
C (3.62, -2.99, 0.22)
C (1.14, -0.02, -1.01)
S (1.79, 0.21, -2.71)
H (-1.38, 6.97, 3.53)
H (-1.69, 5.93, 4.91)
H (-2.74, 5.80, 3.51)
H (-0.16, 4.43, 4.07)
H (-1.39, 4.06, 2.87)
H (0.82, 6.15, 2.53)
H (-0.50, 5.83, 1.37)
H (1.35, 3.61, 2.24)
H (1.82, 4.69, 0.94)
H (-0.84, 3.19, 0.95)
H (-0.08, 4.15, -0.38)
H (1.30, 2.51, -1.03)
H (1.68, 2.00, 0.58)
H (-3.09, 3.68, -0.14)
H (-1.81, 3.73, -1.36)
H (-3.44, 3.13, -1.78)
H (-1.36, 0.24, -4.16)
H (-2.40, 1.67, -4.17)
H (-2.78, 0.35, -3.05)
H (-1.44, -0.03, 1.05)
H (-0.29, -0.77, 2.74)
H (2.09, -1.09, 1.33)
H (2.70, 1.40, 2.29)
H (3.83, -0.01, 2.48)
H (2.74, 0.51, 3.80)
H (-1.04, -3.35, -0.27)
H (-1.06, -2.87, 1.42)
H (-3.21, -2.77, -0.50)
H (-2.84, -1.06, -0.18)
H (-4.59, -2.07, 1.29)
H (-3.32, -3.08, 2.05)
H (1.19, -2.78, -2.22)
H (3.40, -3.08, -1.92)
H (3.33, -1.44, -1.27)
H (4.21, -3.90, 0.06)
H (2.88, -3.15, 1.01)
H (4.32, -2.24, 0.62)
H (2.04, 0.14, -0.41)
H (1.53, -0.99, -3.24)
C (-2.31, -0.21, -8.21)
Br (-3.90, -0.85, -7.35)
Br (-2.30, 1.71, -8.41)
Br (-0.71, -0.83, -7.32)
H (-2.30, -0.63, -9.21)
C (-0.76, -3.29, 5.75)
Br (-1.36, -2.83, 7.52)
Br (-0.94, -5.17, 5.39)
Br (-1.64, -2.22, 4.42)
H (0.30, -3.06, 5.71)
C (2.16, 2.69, 6.67)
Br (2.93, 3.39, 5.05)
Br (0.25, 2.51, 6.52)
Br (2.99, 1.04, 7.20)
H (2.36, 3.41, 7.45)
C (0.23, -1.96, 11.17)
Br (0.99, -0.46, 10.23)
Br (1.50, -3.37, 11.43)
Br (-0.58, -1.42, 12.83)
H (-0.56, -2.35, 10.55)
C (-7.02, 1.37, -5.23)
Br (-5.60, 2.28, -6.16)
Br (-6.60, -0.48, -4.91)
Br (-7.52, 2.27, -3.61)
H (-7.89, 1.38, -5.88)
C (4.73, 1.27, -6.00)
Br (3.26, 0.03, -5.80)
Br (5.11, 2.27, -4.40)
Br (6.29, 0.38, -6.66)
H (4.41, 1.98, -6.74)
C (-7.34, -1.68, -9.76)
Br (-6.50, 0.00, -10.19)
Br (-6.07, -3.13, -9.71)
Br (-8.35, -1.57, -8.13)
H (-8.04, -1.90, -10.56)
C (3.08, -0.64, -10.17)
Br (2.50, 1.01, -9.36)
Br (2.04, -1.05, -11.74)
Br (4.96, -0.61, -10.55)
H (2.91, -1.43, -9.45)
C (-4.18, -3.63, 10.35)
Br (-5.67, -4.00, 11.50)
Br (-4.13, -1.77, 9.84)
Br (-2.51, -4.16, 11.13)
H (-4.31, -4.22, 9.45)
C (7.59, -1.63, 3.62)
Br (7.28, -3.36, 2.83)
Br (7.68, -0.25, 2.28)
Br (6.28, -1.21, 4.96)
H (8.55, -1.67, 4.10)
C (0.62, -4.50, -5.56)
Br (1.55, -2.89, -6.07)
Br (1.82, -5.98, -5.36)
Br (-0.48, -4.23, -4.00)
H (-0.06, -4.74, -6.37)
C (-2.54, 1.46, 11.73)
Br (-3.91, 1.92, 10.46)
Br (-1.03, 2.65, 11.60)
Br (-3.23, 1.39, 13.52)
H (-2.19, 0.47, 11.49)
C (5.81, 2.59, -0.45)
Br (6.38, 3.24, 1.27)
Br (5.24, 0.76, -0.35)
Br (4.48, 3.73, -1.23)
H (6.67, 2.61, -1.10)
C (12.09, -1.34, 1.46)
Br (11.68, -0.82, 3.27)
Br (11.74, -3.21, 1.17)
Br (11.17, -0.24, 0.17)
H (13.15, -1.18, 1.31)
C (-11.15, -1.88, -12.52)
Br (-10.30, -0.21, -12.95)
Br (-9.88, -3.32, -12.46)
Br (-12.16, -1.76, -10.89)
H (-11.84, -2.10, -13.31)

For the HOMO-LUMO gap, the calculation gives 7.99 eV. Its LUMO energy is -3.252 eV. The total energy is -119088.8873 a.u. As for the total charge: +1.

***

Formula: C3H5NO2S
Source: OMol25
Level of theory: the ωB97M-V functional and the def2-TZVPD basis

Cartesian coordinates (Å):
C (0.58, -0.07, -0.17)
C (1.87, -0.17, 0.47)
C (-0.71, 0.39, 0.62)
N (-1.74, 0.62, -0.35)
O (0.30, -0.89, -1.23)
O (2.58, -0.82, 1.17)
S (1.79, 1.25, -0.53)
H (-0.91, -0.45, 1.42)
H (-0.35, 1.27, 1.14)
H (-2.66, 0.40, 0.18)
H (-1.68, -0.03, -1.09)
H (0.93, -1.49, -1.63)

For the HOMO-LUMO gap (alpha / beta), the calculation gives 6.20 / 5.60 eV. Its LUMO energy (alpha / beta) is 0.511 / -3.588 eV. The total energy is -720.5157 a.u. The spin multiplicity is 3.

***

Formula: C44H51BN8S4Ti
Source: OMol25
Level of theory: the ωB97M-V functional and the def2-TZVPD basis

Cartesian coordinates (Å):
Ti (-1.62, -0.83, -3.12)
C (3.29, -2.33, -2.24)
C (2.90, -1.12, -1.44)
C (3.83, -0.29, -0.89)
C (3.42, 0.84, -0.14)
N (2.16, 1.06, 0.09)
N (1.24, 0.23, -0.42)
B (-0.20, 0.60, 0.02)
N (-0.93, -0.63, 0.61)
N (-0.14, -1.03, 1.63)
C (-0.58, -1.93, 2.45)
C (-1.89, -2.45, 2.32)
C (-2.68, -2.07, 1.28)
C (-4.08, -2.57, 1.11)
C (-2.12, -1.16, 0.33)
S (-3.01, -0.78, -1.10)
C (0.36, -2.40, 3.55)
C (-0.32, -2.19, 4.92)
C (1.68, -1.64, 3.51)
C (0.62, -3.90, 3.34)
N (-0.16, 1.77, 1.06)
N (0.20, 1.87, 2.32)
C (0.07, 3.06, 2.86)
C (-0.40, 4.16, 2.10)
C (-0.78, 4.04, 0.79)
C (-1.30, 5.15, -0.06)
C (-0.64, 2.74, 0.30)
S (-1.02, 1.91, -1.20)
C (0.44, 3.15, 4.33)
C (0.22, 4.56, 4.89)
C (1.92, 2.77, 4.50)
C (-0.44, 2.15, 5.10)
C (1.53, -0.80, -1.22)
S (0.29, -1.81, -1.90)
C (4.43, 1.78, 0.49)
C (5.49, 2.19, -0.55)
C (3.74, 3.04, 1.02)
C (5.10, 1.03, 1.65)
H (4.37, -2.43, -2.26)
H (2.86, -3.23, -1.80)
H (2.92, -2.27, -3.26)
H (4.88, -0.49, -1.02)
H (-2.26, -3.16, 3.04)
H (-4.33, -3.28, 1.90)
H (-4.79, -1.73, 1.15)
H (-4.21, -3.04, 0.14)
H (-0.55, -1.13, 5.08)
H (-1.24, -2.76, 5.02)
H (0.36, -2.51, 5.71)
H (1.51, -0.56, 3.63)
H (2.32, -1.99, 4.32)
H (2.20, -1.79, 2.57)
H (-0.30, -4.49, 3.38)
H (1.09, -4.08, 2.37)
H (1.29, -4.27, 4.11)
H (-0.47, 5.13, 2.58)
H (-1.24, 6.10, 0.46)
H (-0.73, 5.22, -0.99)
H (-2.34, 4.96, -0.33)
H (0.84, 5.30, 4.39)
H (-0.82, 4.86, 4.83)
H (0.50, 4.57, 5.95)
H (2.57, 3.48, 3.99)
H (2.18, 2.77, 5.56)
H (2.11, 1.77, 4.11)
H (-1.50, 2.39, 4.98)
H (-0.27, 1.13, 4.75)
H (-0.20, 2.19, 6.16)
H (5.03, 2.67, -1.41)
H (6.18, 2.89, -0.10)
H (6.07, 1.34, -0.90)
H (3.25, 3.59, 0.22)
H (2.99, 2.79, 1.77)
H (4.49, 3.69, 1.48)
H (5.62, 0.13, 1.31)
H (5.84, 1.68, 2.13)
H (4.36, 0.74, 2.40)
S (-3.48, 2.36, -5.61)
C (-4.62, 2.08, -4.37)
C (-4.17, 1.18, -3.45)
C (-2.88, 0.67, -3.75)
C (-2.39, 1.24, -4.91)
C (-1.06, 0.94, -5.41)
C (-0.53, 1.43, -6.60)
C (0.76, 1.06, -6.95)
C (1.48, 0.22, -6.12)
C (0.89, -0.25, -4.98)
N (-0.36, 0.09, -4.62)
H (-5.56, 2.61, -4.38)
H (-4.76, 0.88, -2.59)
H (-1.12, 2.08, -7.23)
H (1.19, 1.44, -7.87)
H (2.49, -0.09, -6.37)
H (1.39, -0.94, -4.31)
C (-2.18, -2.32, -4.41)
C (-2.77, -3.34, -3.52)
C (-1.94, -4.17, -2.77)
C (-2.47, -5.02, -1.81)
C (-3.84, -5.04, -1.59)
C (-4.69, -4.25, -2.37)
C (-4.16, -3.41, -3.32)
C (-4.37, -5.85, -0.52)
N (-4.75, -6.45, 0.38)
H (-2.85, -1.94, -5.18)
H (-1.23, -2.64, -4.85)
H (-0.87, -4.18, -2.95)
H (-1.82, -5.66, -1.22)
H (-5.76, -4.30, -2.21)
H (-4.82, -2.78, -3.91)

For the HOMO-LUMO gap, the calculation gives 7.04 eV. Its LUMO energy is -6.019 eV. The total energy is -4612.0234 a.u. As for the total charge: +2.

***

Formula: C4H9BO2
Source: OMol25
Level of theory: the ωB97M-V functional and the def2-TZVPD basis

Cartesian coordinates (Å):
B (1.29, 1.05, -0.71)
C (2.33, -0.05, -0.64)
C (-1.64, 0.65, 0.43)
C (-0.43, -1.46, -0.14)
C (-0.33, -0.16, 0.76)
O (2.99, -0.73, -0.04)
O (0.82, 0.60, 0.56)
H (0.48, 1.35, -1.59)
H (1.97, 2.06, -0.55)
H (-1.41, 1.54, 0.93)
H (-1.69, 0.76, -0.71)
H (-2.46, 0.11, 1.05)
H (0.43, -2.03, 0.17)
H (-0.44, -1.07, -1.25)
H (-1.45, -1.99, -0.09)
H (-0.47, -0.64, 1.80)

For the HOMO-LUMO gap, the calculation gives 10.03 eV. Its LUMO energy is 0.316 eV. The total energy is -333.0737 a.u.

***

Formula: S2
Source: OMol25
Level of theory: the ωB97M-V functional and the def2-TZVPD basis

Cartesian coordinates (Å):
S (0.40, -1.71, 0.00)
S (-0.40, 1.71, 0.00)

For the HOMO-LUMO gap, the calculation gives 4.19 eV. Its LUMO energy is -5.280 eV. The total energy is -796.0533 a.u.